[1]
An isolated molecule of C15H23N3O. Source: OMol25; level of theory: the ωB97M-V functional and the def2-TZVPD basis.

Output
**Frontier orbital gap**: 8.36 eV
**Energy**: -22443.7099 eV
**HOMO energy**: -7.45 eV
**Energy relative to the best compared isomer or geometry (same formula, charge and spin)**: 75.23 kcal per mole
**Lowest unoccupied orbital energy**: 0.9 eV

Structure (XYZ):
```
42
Properties=species:S:1:pos:R:3:forces:R:3:nbo_charge:R:1
O -2.436153 -0.422324 3.064678 -0.4 -0.9 -0.9 -0.57
N 2.536615 0.587190 -4.013792 0.9 2.0 0.9 -0.62
N 1.166109 0.594066 -1.515908 0.4 1.4 -2.5 -0.43
N -0.461610 0.774404 0.323142 -1.2 0.8 -1.5 -0.49
C 2.388150 -0.223161 -1.764023 0.8 -1.1 0.9 -0.02
C 3.009420 -0.475218 -0.332384 -2.8 0.5 -0.4 -0.43
C 1.696508 -0.164716 0.443269 2.3 -1.7 4.0 -0.08
C -0.718718 0.191114 -3.032491 -0.9 0.3 -0.4 -0.63
C 3.322053 0.331020 -2.804109 -2.0 0.7 0.2 -0.24
C -3.030713 -2.837761 3.159861 -3.0 -1.3 0.1 -0.63
C -0.698501 0.362537 1.546780 -0.6 0.0 1.8 0.23
C 1.474174 -0.488640 1.816172 1.4 -0.1 -2.2 -0.14
C 0.695389 0.473076 -0.241493 1.5 -1.4 0.4 0.38
C -2.016369 1.862245 3.246089 0.1 0.2 -1.2 -0.61
C 1.375184 1.526244 -3.784937 1.0 -3.9 -0.1 -0.22
C -2.065511 0.700910 2.242682 1.1 -0.6 0.1 0.08
C -3.225542 -1.532756 2.471141 0.0 2.6 -0.8 -0.07
C 0.244933 -0.319666 2.322379 -1.9 1.3 0.9 -0.30
C 0.425786 1.158209 -2.649885 -1.5 0.1 0.6 -0.05
H 4.221471 -0.236424 -2.893642 0.3 -1.0 -0.7 0.21
H 3.298180 -1.511951 -0.226174 -0.1 -0.3 0.0 0.22
H -3.352112 -3.641021 2.394320 0.7 1.0 1.4 0.22
H -3.076152 -1.565927 1.342785 0.0 0.0 1.4 0.18
H -0.310439 -0.407982 -3.866819 -0.8 0.2 0.0 0.20
H 2.343326 -0.267665 -4.446721 -0.9 -1.2 -0.8 0.35
H -0.022709 2.157200 -2.391795 0.3 -1.0 0.4 0.21
H -2.013810 -2.936525 3.440059 0.9 -0.5 0.5 0.22
H 0.029115 -0.486054 3.374388 -0.1 -0.3 -0.3 0.23
H 2.188679 -0.888579 2.512925 0.8 -0.2 -0.4 0.21
H 1.771939 2.409473 -3.461632 1.4 2.6 0.2 0.19
H 2.173552 -1.226303 -2.194819 -0.8 0.2 0.5 0.17
H -1.454892 1.678124 4.148872 0.3 -0.5 0.1 0.21
H -2.703784 1.013126 1.392543 -0.4 -0.6 0.6 0.19
H -3.043451 2.100934 3.536096 0.2 0.2 -0.1 0.21
H -1.523898 2.679858 2.709350 -0.3 0.3 0.3 0.21
H -3.814820 -2.919852 4.056565 2.2 0.0 -1.7 0.21
H 0.931238 1.588964 -4.757402 -0.8 0.4 -0.3 0.21
H -4.221650 -1.184642 2.728243 -0.5 -0.2 -0.8 0.18
H -0.918716 -0.538149 -2.225594 0.0 0.6 -0.2 0.22
H 3.858126 0.113679 0.005495 0.0 0.5 -0.4 0.21
H 3.684927 1.227984 -2.410266 0.5 2.0 0.4 0.18
H -1.725329 0.744959 -3.263947 2.0 -1.2 0.1 0.22
```
Forces are in eV/Å.

***

[2]
A cluster of 2 separate species, C5H13N2 in total. Source: OMol25; level of theory: the ωB97M-V functional and the def2-TZVPD basis.

Output
**Multiplicity**: 2
**Frontier orbital gap (spin up / spin down)**: 3.92 / 9.68 eV
**Energy**: -8371.4927 eV
**HOMO energy (spin up / spin down)**: -3.07 / -8.88 eV
**Energy relative to the best compared isomer or geometry (same formula, charge and spin)**: 64.32 kcal per mole
**Lowest unoccupied orbital energy (spin up / spin down)**: 0.8 / 0.8 eV

Structure (XYZ):
```
20
Properties=species:S:1:pos:R:3:forces:R:3:mulliken_spin:R:1
N -0.835615 0.063926 -1.475557 -0.2 -0.4 -0.1 1.26
N -0.337515 -0.361232 1.068660 -0.6 -0.1 1.1 -0.07
C -1.935981 -0.094658 2.886940 -0.5 -0.1 0.1 -0.02
C 2.515781 -0.077571 -0.563833 -0.1 -0.5 0.3 0.37
C 1.594966 0.548280 -1.352012 -0.4 0.4 -0.1 0.21
C -1.223682 0.407045 1.907711 1.1 0.0 -0.6 0.16
C 0.532638 -0.146708 -2.114988 0.8 0.4 0.6 0.34
H 1.605670 1.631343 -1.432902 0.2 0.0 -0.2 -0.03
H 2.523442 -1.159561 -0.474947 -0.1 -0.1 0.0 -0.02
H 0.463424 0.227138 -3.141552 -0.2 -0.2 -0.1 -0.18
H -1.222921 1.457351 1.652908 0.0 0.1 0.1 -0.07
H 0.704025 -1.220150 -2.056396 0.0 -0.1 -0.4 -0.05
H 3.289198 0.422714 -0.006781 0.1 0.3 -0.1 0.02
H -1.550143 -0.539101 -1.946956 0.0 0.1 0.1 -0.39
H 0.630185 -0.069342 1.194374 0.1 0.0 -0.4 0.02
H -0.411879 -1.345588 1.306654 0.2 0.0 0.1 0.01
H -0.710843 -0.180591 -0.376771 -0.2 0.5 -1.0 -0.16
H -1.129335 1.038360 -1.615360 0.0 0.0 0.2 -0.39
H -2.578603 0.553794 3.456998 -0.2 -0.1 0.1 0.00
H -1.922816 -1.155447 3.083807 0.0 -0.1 0.3 0.00
```
Forces are in eV/Å.

***

[3]
A cluster of 9 separate species, C49H89BN2O30P in total. Source: OMol25; level of theory: the ωB97M-V functional and the def2-TZVPD basis.

Output
**Total charge**: -1
**Frontier orbital gap**: 6.58 eV
**Energy**: -126628.8581 eV
**HOMO energy**: -4.82 eV
**Lowest unoccupied orbital energy**: 1.8 eV

Structure (XYZ):
```
172
Properties=species:S:1:pos:R:3:forces:R:3:lowdin_charge:R:1
P 0.350961 3.422670 -2.482462 1.3 -0.1 -0.6 1.02
O 5.477206 0.877859 -7.117467 0.1 0.1 0.0 -0.01
O 3.663062 1.710216 -10.878461 0.0 -0.1 0.0 0.13
O 6.110996 -1.900512 4.198681 0.1 -0.1 0.1 0.00
O 0.200210 1.013174 -1.552422 -0.5 0.2 -0.1 0.00
O -1.985766 2.596193 0.749641 0.7 -1.2 0.1 -0.06
O 3.934322 3.303583 -12.459015 0.0 0.1 -0.1 0.00
O -2.028504 0.971448 -1.023323 -0.6 -0.2 1.5 0.05
O 3.913834 2.041642 -6.177761 0.2 -0.1 -0.2 -0.02
O -4.973378 4.088718 -6.251043 0.0 0.1 0.0 0.00
O 3.930936 -6.064977 7.921878 0.0 -0.1 0.1 0.02
O -0.646098 -2.875517 7.157966 0.0 -0.1 0.1 0.00
O 4.583301 -3.423737 4.031874 0.1 0.0 0.1 0.00
O -2.557645 4.498116 7.970365 0.0 0.0 0.1 0.00
O 1.167542 -1.715583 -1.659860 0.2 0.5 -0.3 0.08
O -4.761632 4.914654 7.701106 -0.1 0.0 0.0 0.13
O 3.420841 3.915592 -10.452882 0.0 0.1 -0.1 0.01
O -0.689899 3.189462 -3.795972 0.1 0.5 0.9 -0.31
O 3.149769 -8.027490 7.119953 0.0 -0.1 0.0 0.12
O 0.285637 0.224668 -4.355596 0.1 0.7 -0.3 -0.05
O 3.385399 0.019345 -7.039500 0.0 -0.1 -0.1 0.14
O -5.803567 2.181184 -7.138854 -0.1 0.1 -0.1 0.12
O 4.129781 -1.348116 3.265730 -0.1 0.1 0.0 0.13
O -0.807990 -7.395530 1.617822 0.0 0.0 0.0 0.01
O 0.553230 -8.558919 2.826828 0.0 0.0 0.0 0.00
O -3.952812 3.595052 9.348309 0.0 0.0 0.1 0.00
O -1.124987 -1.096160 8.293002 0.0 -0.1 0.0 0.00
O -4.873731 2.278265 -5.082575 -0.1 0.1 0.0 0.01
O -1.750363 -1.204837 6.123492 -0.1 0.1 0.0 0.13
O 4.155574 -7.835396 9.135138 0.0 0.0 0.0 0.01
O 1.037650 -6.386784 2.435034 0.2 0.2 0.1 0.12
N -0.655660 -1.010176 -0.402941 0.6 -0.4 -0.6 0.02
N -2.742553 -1.759254 -5.053395 -0.3 0.5 -0.7 -0.02
C 3.963310 -9.235980 9.323924 0.0 -0.3 0.1 -0.05
C -1.658481 2.243179 -0.578669 -1.0 0.0 -2.6 -0.40
C 2.724423 0.733016 0.072499 0.5 0.7 -0.5 -0.03
C -1.649283 1.623642 1.732264 0.2 0.1 1.5 -0.18
C -1.479914 -0.660500 -2.837002 0.2 0.5 -0.7 -0.03
C -2.639376 3.150058 -1.427225 0.2 0.2 0.6 -0.08
C 4.866454 -2.142898 3.779993 0.1 -0.1 0.0 -0.62
C 0.331449 -7.350596 2.305765 -0.2 -0.2 -0.1 -0.62
C -2.858582 1.051525 2.505637 0.1 -1.0 -0.3 -0.16
C 5.893232 -0.304508 -7.793731 0.2 -0.2 -0.2 -0.05
C -3.848872 4.390560 8.279869 0.2 -0.1 0.0 -0.62
C 3.118081 3.590255 -9.091851 -0.1 0.0 0.4 -0.03
C 0.513608 -1.725272 -0.637612 0.0 -0.7 1.0 -0.51
C -1.808038 -1.884477 -0.119083 0.8 -0.3 1.7 -0.06
C 2.544247 2.195824 -5.776432 -0.4 0.1 0.3 -0.03
C -1.229750 -1.676996 7.095887 0.1 0.0 0.1 -0.62
C 4.174525 0.890020 -6.801621 -0.2 0.4 0.3 -0.63
C 4.900529 0.878217 -1.041914 -0.9 0.1 0.4 -0.11
C 2.362201 2.036343 -0.361317 0.6 -0.8 -0.1 -0.21
C 0.104504 5.217456 -1.937717 -0.7 0.1 -0.4 -0.27
C 3.269542 -3.808495 3.621208 -0.3 -0.3 -0.1 -0.04
C -4.010853 3.382122 -0.738029 0.1 0.9 -0.9 -0.15
C -4.129901 4.660119 1.476598 0.1 0.4 -0.6 -0.14
C -4.228426 4.590761 2.674393 -0.2 -0.1 -0.1 0.07
C -5.125732 0.875962 -4.928287 0.0 -0.4 0.2 -0.03
C 0.974898 2.591725 0.021653 0.9 0.7 -0.1 -0.09
C 4.222368 2.269460 -13.396496 0.1 -0.1 -0.2 -0.05
C -5.346340 4.762135 -7.449149 0.0 0.2 -0.2 -0.05
C -0.700164 -3.588408 5.923174 0.1 -0.3 -0.3 -0.04
C -1.167367 -6.154417 1.000936 -0.2 0.2 -0.2 -0.04
C -4.065681 4.776542 -0.016776 -0.6 -0.6 1.0 -0.18
C -1.709417 0.205791 8.359759 -0.1 0.3 0.1 -0.04
C -0.138972 2.286654 -1.040872 0.6 -0.1 0.1 -0.41
C 4.581317 2.190234 -1.450015 -0.8 -0.6 0.6 -0.09
C -2.294252 5.325331 6.834618 0.2 0.2 -0.3 -0.03
C -5.293100 3.389065 9.791524 -0.2 -0.1 0.2 -0.05
C 3.690968 -7.373026 7.972333 0.1 0.2 0.1 -0.62
C 3.320901 2.748720 -1.110788 0.5 -0.4 0.1 -0.07
C 6.539978 -0.555362 3.983304 0.2 0.3 0.0 -0.04
C 1.752818 -8.652269 3.599092 0.2 -0.1 0.2 -0.04
C 1.049102 -2.592293 0.535892 -0.6 0.0 0.1 0.00
C -3.974447 0.435321 1.619132 -1.5 0.3 0.4 -0.23
C -5.352547 1.112464 1.956160 0.7 0.3 -0.9 -0.12
C -5.270043 2.783259 -6.243927 0.2 -0.1 0.3 -0.62
C 3.967878 0.153019 -0.263200 -0.6 0.9 -0.1 -0.07
C -1.095982 0.000028 -4.182457 -1.3 -1.8 -0.4 -0.37
C 3.480791 -5.438279 6.719793 -0.1 0.3 -0.3 -0.04
C -1.514870 -0.988041 -5.345450 1.0 -0.7 0.7 -0.22
C 3.670572 2.860202 -11.224364 0.0 0.2 0.1 -0.62
B -0.930006 0.083570 -1.483185 -0.7 0.1 -0.2 -0.86
H -6.424228 4.711070 -7.600855 0.0 -0.1 -0.1 0.09
H -2.760522 -1.468885 -0.457839 0.4 0.0 -0.3 0.08
H -3.289456 1.761285 3.232632 0.2 0.0 -0.5 0.09
H -0.837566 5.633371 -2.350511 0.3 -0.1 0.4 0.02
H -2.800112 2.634751 -2.380463 0.3 0.2 0.3 0.11
H 0.249196 -3.210251 0.981123 0.3 0.2 -0.2 0.05
H 0.766180 2.189914 1.021643 -0.4 0.1 -0.4 0.11
H 2.447698 3.160535 -5.283570 0.3 0.0 0.0 0.08
H -1.562740 0.572665 9.372573 0.1 -0.2 0.0 0.09
H 5.737849 -1.181742 -7.166366 -0.1 0.0 -0.1 0.10
H 4.378791 -9.488905 10.296246 0.0 0.2 0.0 0.09
H -4.820788 4.342938 -8.306561 -0.1 -0.1 0.0 0.10
H 1.412377 -1.936287 1.344763 -0.1 -0.1 -0.3 0.07
H -2.496852 -2.567065 -4.496241 -0.1 0.1 0.1 0.05
H 1.994454 0.196355 0.679282 0.3 0.0 -0.2 0.10
H 2.400411 -5.537587 6.615853 0.0 -0.1 0.0 0.09
H 3.957722 3.084301 -8.618839 -0.1 -0.1 -0.1 0.09
H -1.732346 -3.782933 5.634847 0.0 0.2 -0.1 0.10
H -2.630149 6.345662 7.014480 -0.1 -0.1 0.0 0.10
H -5.247841 2.732318 10.656903 0.2 0.0 0.0 0.09
H -4.758116 3.453029 -1.551813 0.3 -0.1 0.3 0.11
H -1.015336 2.145696 2.480765 -0.2 -0.2 -0.3 0.12
H -1.893724 -1.987849 0.986869 -0.2 -0.1 -0.4 0.08
H 1.125122 3.683530 0.123280 -0.3 -0.3 0.2 0.10
H -4.133245 -0.641647 1.809252 0.5 0.3 -0.1 0.09
H -4.341183 2.562526 -0.095293 0.3 0.2 0.0 0.09
H 3.990399 -5.858336 5.854081 -0.1 -0.1 0.0 0.09
H 1.717997 -7.976791 4.452941 0.1 0.1 -0.1 0.09
H 2.218874 2.978286 -9.033557 0.1 -0.1 0.0 0.10
H -1.217783 -1.735876 -2.915591 0.2 0.4 0.2 0.10
H -5.784355 0.728526 2.890440 0.1 0.2 -0.2 0.07
H -0.197710 -4.542579 6.066375 0.0 0.1 0.3 0.09
H -3.235483 5.433436 -0.306400 -0.1 -0.3 0.1 0.10
H 3.152864 -3.690297 2.545434 -0.1 0.1 0.1 0.09
H -1.315828 -5.379569 1.752171 0.1 0.0 0.0 0.09
H 3.725519 -4.381404 6.784580 0.1 -0.1 0.2 0.10
H -4.409231 4.441002 3.719924 0.2 0.1 -0.3 0.02
H 1.865264 -3.244138 0.201504 -0.2 0.2 0.0 0.08
H -3.806048 0.539427 0.539059 0.4 0.1 0.4 0.08
H 0.805842 -0.321616 -3.753915 -0.4 0.0 0.4 0.09
H -0.180082 -3.037627 5.140109 -0.2 0.1 0.0 0.09
H 1.887088 2.184069 -6.646019 0.0 -0.2 0.0 0.09
H -1.716677 0.897512 -4.337350 0.8 0.3 0.3 0.13
H -1.218356 5.334869 6.681509 0.0 -0.2 0.2 0.09
H 2.625107 -8.441633 2.981195 0.0 0.1 0.0 0.10
H 5.108148 1.711550 -13.094784 -0.1 -0.1 0.1 0.10
H -4.989620 5.289148 -0.336351 0.3 -0.1 0.2 0.11
H 5.363180 -0.413155 -8.739805 -0.1 -0.1 0.1 0.09
H 4.157453 -0.865354 0.082440 0.1 0.3 -0.2 0.09
H 5.290914 2.776760 -2.036954 -0.2 -0.2 0.2 0.09
H -5.056897 5.804328 -7.335454 0.1 -0.1 0.2 0.09
H -2.211395 4.144686 -1.638722 -0.1 -0.4 0.1 0.07
H -2.778028 0.159175 8.153829 0.1 0.0 -0.1 0.10
H -2.458953 0.225634 3.127775 0.1 0.4 -0.1 0.11
H 2.935734 4.522738 -8.563786 0.1 0.1 -0.2 0.10
H 5.908103 0.142466 4.531140 -0.1 0.0 -0.1 0.10
H -2.769256 4.918124 5.943609 -0.1 0.1 0.1 0.09
H -4.759245 0.582515 -3.948168 0.2 0.2 0.0 0.09
H 2.902411 -9.483149 9.319772 0.0 0.0 -0.1 0.10
H 1.820532 -9.673436 3.965039 -0.2 0.0 -0.1 0.09
H -2.585420 -0.633736 -2.778520 0.4 0.0 0.0 0.10
H 4.418045 2.748314 -14.353110 0.0 0.2 0.1 0.09
H 6.957234 -0.201538 -7.996423 0.0 0.2 0.1 0.09
H 7.557256 -0.478650 4.359946 0.0 -0.2 0.0 0.09
H -2.104514 -6.316621 0.474926 0.0 -0.2 0.1 0.09
H -1.217202 0.885011 7.665216 -0.1 -0.1 -0.1 0.10
H 5.845493 0.399150 -1.300692 -0.2 0.3 0.0 0.09
H -0.409084 -5.847484 0.281861 0.1 0.1 0.1 0.10
H -1.044476 0.779752 1.364697 -0.3 0.3 -0.4 0.12
H -6.195534 0.671319 -4.976665 0.0 0.1 -0.2 0.10
H 0.106924 5.319966 -0.842440 -0.2 -0.1 -0.3 0.03
H 0.907046 5.857912 -2.341220 -0.1 -0.5 0.1 0.02
H 3.137756 -4.859542 3.866727 0.2 0.0 0.0 0.08
H -6.062415 0.992669 1.116756 0.1 -0.2 0.5 0.07
H -5.162051 2.197728 2.008371 -0.3 -0.4 0.3 0.03
H 6.538584 -0.316009 2.920646 -0.2 0.0 0.0 0.10
H -0.670217 -1.709665 -5.399374 -0.1 0.5 -0.1 0.11
H -3.115158 -2.115709 -5.928198 0.0 -0.1 0.1 0.05
H -4.590355 0.303456 -5.681889 -0.1 0.0 0.0 0.08
H -1.614260 -2.907673 -0.489868 -0.5 0.3 -0.2 0.09
H 2.258173 1.420130 -5.071153 -0.1 0.0 -0.1 0.08
H -1.550890 -0.495092 -6.328914 -0.3 0.0 0.3 0.11
H 2.514321 -3.231063 4.154886 0.0 0.1 -0.1 0.10
H -5.885763 2.907300 9.014943 0.0 0.1 0.0 0.10
H 3.369901 1.600091 -13.506060 0.1 -0.1 0.1 0.10
H 3.110722 3.761038 -1.464078 -0.1 -0.3 0.1 0.08
H 4.490027 -9.803840 8.557922 -0.1 0.0 -0.1 0.10
H -5.749493 4.332291 10.089228 0.0 0.0 -0.1 0.10
H -1.077102 4.035205 -4.048975 -0.3 -0.1 0.0 0.04
```
Forces are in eV/Å.

***

Question: energy of number 3 (C49H89BN2O30P)?
Answer: -126628.8581 eV

***

Question: Which value of energy does entry 3 give?
Answer: -126628.8581 eV

***

Question: Which value of energy does entry 2 give?
Answer: -8371.4927 eV